[1]
34
Properties=species:S:1:pos:R:3:forces:R:3 method="wB97M-V/def2-TZVPD" smiles="O=C(C[C@@H]1NCCNC1=O)OCc1ccccc1" relative_energy_ev=0.164 mol_weight_g_mol=248.3 charge=0
O -0.9945 -1.4367 0.5658 0.03 -0.14 0.12
C -0.1656 -1.5615 -0.3034 -0.36 0.11 -0.35
C -0.3238 -1.0361 -1.7033 0.08 0.23 0.08
C -0.3237 0.5225 -1.6401 0.36 -0.34 -0.06
N -1.4123 1.0925 -0.8844 -0.17 0.12 0.32
C -2.6638 1.1146 -1.6113 -0.02 0.24 -0.25
C -2.4858 2.0865 -2.7727 -0.33 -0.01 0.43
N -1.3385 1.6805 -3.5503 -0.28 0.24 -0.38
C -0.2623 1.0208 -3.0841 0.06 -0.01 0.20
O 0.6975 0.7868 -3.7907 0.36 -0.14 -0.04
O 1.0234 -2.1346 -0.1227 0.34 -0.13 -0.17
C 1.3335 -2.5429 1.2115 -0.07 -0.16 0.41
C 1.5347 -1.3583 2.1209 -0.03 -0.02 -0.08
C 1.0083 -1.3480 3.4042 0.09 -0.04 -0.11
C 1.1937 -0.2483 4.2235 0.00 0.00 0.10
C 1.8966 0.8520 3.7633 0.00 0.07 0.07
C 2.4194 0.8483 2.4812 0.05 0.07 -0.04
C 2.2430 -0.2538 1.6645 -0.01 -0.09 0.00
H 0.4994 -1.3688 -2.3327 -0.07 0.02 -0.01
H -1.2736 -1.3776 -2.1179 0.03 -0.06 0.06
H 0.6140 0.8331 -1.1608 -0.07 -0.04 -0.23
H -1.5107 0.5960 -0.0029 0.02 0.09 -0.13
H -2.9638 0.1281 -2.0014 -0.03 0.07 0.01
H -3.4488 1.4726 -0.9442 0.00 -0.03 -0.07
H -2.3348 3.0977 -2.3746 -0.11 -0.10 -0.01
H -3.3688 2.0884 -3.4170 0.07 -0.01 0.05
H -1.2503 2.0431 -4.4895 0.13 -0.12 0.09
H 2.2530 -3.1271 1.1161 -0.17 0.05 -0.03
H 0.5281 -3.1797 1.5922 0.16 0.06 -0.04
H 0.4473 -2.1997 3.7598 -0.10 -0.08 0.02
H 0.7800 -0.2474 5.2210 -0.04 0.01 0.08
H 2.0338 1.7125 4.4012 0.01 0.07 0.05
H 2.9659 1.7051 2.1157 0.05 0.07 -0.02
H 2.6496 -0.2607 0.6632 0.05 0.02 -0.09

=====

[2]
35
Properties=species:S:1:pos:R:3:forces:R:3 method="wB97M-V/def2-TZVPD" smiles="COCCNC(=O)[C@]1(C)Oc2ccccc2NC1=O" relative_energy_ev=1.411 mol_weight_g_mol=264.3 charge=0
C 0.1059 -3.1671 -2.6074 0.02 0.03 -0.05
O -0.9489 -3.7987 -1.9155 -0.08 -0.09 -0.07
C -1.0500 -3.4685 -0.5582 -0.22 0.15 0.12
C -1.4369 -2.0010 -0.2795 -0.01 -0.36 -0.18
N -0.2912 -1.1585 -0.0296 0.09 -0.23 0.28
C 0.1008 -0.1643 -0.8443 0.08 0.06 0.37
O -0.4512 0.1343 -1.8805 0.02 0.15 -0.31
C 1.3604 0.5693 -0.3183 0.16 -0.26 -0.57
C 2.6086 -0.2357 -0.6631 -0.22 0.26 0.13
O 1.2794 0.6822 1.1009 0.27 0.20 0.06
C 0.2906 1.5247 1.5397 -0.40 0.21 0.12
C -0.2788 1.3191 2.7859 0.12 0.02 -0.23
C -1.2719 2.1711 3.2390 -0.02 -0.04 0.06
C -1.7043 3.2216 2.4479 0.01 0.06 -0.02
C -1.1299 3.4413 1.2082 0.04 -0.13 0.03
C -0.1261 2.6010 0.7497 0.10 -0.30 0.27
N 0.5341 2.8285 -0.4543 -0.16 0.50 -0.04
C 1.3947 1.9410 -1.0119 0.03 -0.12 0.06
O 2.0848 2.1966 -1.9668 0.10 -0.08 -0.11
H 0.1418 -3.6332 -3.5898 0.08 0.05 -0.01
H -0.0658 -2.0940 -2.7282 0.01 -0.01 0.00
H 1.0631 -3.3260 -2.0951 0.02 -0.01 0.00
H -1.8316 -4.1274 -0.1732 0.08 0.06 0.07
H -0.1060 -3.6968 -0.0353 -0.09 -0.01 -0.01
H -2.1016 -1.9584 0.5880 0.00 0.00 -0.08
H -1.9570 -1.5930 -1.1491 -0.04 -0.06 0.13
H 0.2315 -1.3096 0.8211 -0.05 0.14 -0.10
H 2.7214 -0.2655 -1.7430 0.01 -0.02 -0.03
H 2.5319 -1.2462 -0.2701 -0.04 -0.07 0.04
H 3.4800 0.2494 -0.2302 0.06 0.04 -0.01
H 0.0729 0.4981 3.3905 0.05 -0.12 0.06
H -1.7114 2.0072 4.2104 -0.04 -0.02 0.09
H -2.4843 3.8790 2.7987 -0.07 0.06 0.03
H -1.4478 4.2687 0.5918 -0.04 0.09 -0.08
H 0.3927 3.7108 -0.9284 0.13 -0.15 0.00